(1)
The following is a DFT calculation (ωB97M-V with the def2-TZVPD basis set) of C22H34CeNOP3 as an isolated structure at a distorted geometry.

Each line ends with the Mulliken spin population.
CARTESIAN COORDINATES (ANGSTROEM)
C  4.0271  -1.3278  -2.2628  0.002
C  2.6439  -1.3962  -2.2445  -0.002
C  2.0408  -2.3127  -1.3054  0.000
C  2.7370  -2.4802  -0.0527  0.006
C  4.1209  -2.2271  -0.0264  0.002
C  4.7731  -1.7780  -1.1586  -0.003
C  1.9895  -2.8200  1.0750  0.005
C  0.7242  -3.3767  0.8634  -0.004
C  0.1113  -3.1729  -0.4262  -0.002
C  -1.3318  -3.1750  -0.4383  -0.001
C  -1.9920  -4.0117  0.4587  0.001
C  -1.3023  -4.4915  1.5883  -0.003
C  0.0017  -4.0833  1.8391  0.001
H  4.5398  -0.8556  -3.1089  0.000
H  4.6161  -2.4400  0.9252  0.000
H  5.8620  -1.6912  -1.1445  0.000
H  2.4752  -2.8905  2.0866  0.000
H  -3.0496  -4.2278  0.3241  0.000
H  -1.8098  -5.1219  2.3267  0.000
H  0.5365  -4.2890  2.7684  0.000
N  0.8457  -2.9530  -1.5661  -0.007
Ce  0.7458  0.5924  1.3206  1.027
C  1.7625  -0.4327  -2.9892  -0.002
H  0.9032  -0.9527  -3.4305  0.000
H  2.2904  0.1675  -3.7547  0.000
C  -2.0409  -2.1554  -1.2855  0.001
H  -1.5831  -2.1202  -2.2848  0.000
H  -3.1300  -2.3346  -1.3525  0.000
P  0.9961  0.7873  -1.6987  -0.002
P  -1.7340  -0.4480  -0.4758  0.002
C  -3.0076  -0.5861  0.8425  0.001
H  -3.1743  0.3921  1.3082  -0.002
H  -3.9589  -0.9439  0.4351  0.000
H  -2.6784  -1.2789  1.6205  0.000
C  -2.6946  0.5196  -1.7213  -0.001
H  -3.7537  0.2128  -1.6904  0.000
H  -2.6335  1.5956  -1.4975  0.000
H  -2.3114  0.3324  -2.7367  0.000
C  2.5204  1.7298  -1.2437  0.003
H  2.8083  2.3532  -2.1011  0.000
H  2.2992  2.3926  -0.3917  -0.001
H  3.3681  1.0782  -0.9842  0.000
C  0.2340  1.9415  -2.8465  0.000
H  -0.2682  2.7336  -2.2927  -0.001
H  0.9916  2.4004  -3.4821  0.000
H  -0.5088  1.4580  -3.4784  0.000
H  1.3175  -0.9069  1.5242  -0.016
H  -0.4203  -0.5271  2.3460  -0.006
C  -0.3640  5.1405  2.6028  -0.001
P  -0.9833  3.5380  2.1005  -0.001
C  -2.2298  3.7453  0.8224  0.000
C  -1.7125  2.6803  3.4979  0.004
O  0.1947  2.6763  1.5794  -0.002
H  0.5444  5.3996  2.0439  0.000
H  -0.1165  5.1416  3.6711  0.000
H  -1.1199  5.9189  2.4399  0.000
H  -1.7980  4.2631  -0.0421  0.000
H  -2.6306  2.7750  0.5039  0.000
H  -3.0762  4.3434  1.1832  0.000
H  -1.9828  1.6413  3.2336  -0.001
H  -0.9946  2.6769  4.3358  0.001
H  -2.6298  3.1814  3.8473  0.000

Values from the calculation:
HOMO energy (alpha / beta)   -9.3466 / -9.3185 eV
Spin multiplicity   2
Charge   +1
Molar mass   561.558 g/mol
Frontier orbital gap (alpha / beta)   6.514 / 6.500 eV



(2)
The following is a DFT calculation (ωB97M-V with the def2-TZVPD basis set) of C32H35N6O7S2SeTeTi as an isolated structure at a distorted geometry.

Each line ends with the Mulliken charge.
CARTESIAN COORDINATES (ANGSTROEM)
Ti  -0.2337  0.0501  -0.6713  0.182
C  -6.4036  -3.4616  4.2503  -1.098
C  -5.4560  -4.0962  3.2459  -0.586
S  -4.7003  -2.9358  2.1397  1.212
O  -3.4813  -3.5202  1.6149  -0.672
O  -4.6283  -1.6321  2.7522  -0.647
C  -5.8335  -2.8151  0.7591  -0.978
C  -5.4827  -1.7199  -0.2739  -0.862
N  -4.1746  -1.0630  -0.0616  0.078
C  -2.9971  -1.5535  -0.4658  0.654
N  -1.9786  -0.8255  0.0510  0.144
C  -2.5776  0.1731  0.8130  -0.286
C  -3.9076  0.0370  0.7257  -0.811
N  -4.8810  0.9219  1.3380  1.197
O  -6.0525  0.6537  1.2285  -0.605
O  -4.4092  1.9540  1.7714  -0.614
C  -2.8723  -2.7764  -1.2896  -1.184
H  -6.8811  -4.2541  4.8232  0.395
H  -7.1868  -2.8819  3.7621  0.331
H  -5.8682  -2.8059  4.9320  0.297
H  -5.9563  -4.8356  2.6162  0.416
H  -4.6005  -4.5887  3.7112  0.411
H  -6.8268  -2.6187  1.1635  0.537
H  -5.8426  -3.7982  0.2901  0.547
H  -6.2235  -0.9326  -0.2585  0.485
H  -5.4625  -2.1357  -1.2769  0.444
H  -2.0329  0.8699  1.4245  1.188
H  -2.9341  -3.6423  -0.6270  0.202
H  -1.9251  -2.7764  -1.8166  -0.125
H  -3.6666  -2.8398  -2.0304  0.576
Te  2.7160  -0.1647  -0.8282  0.852
C  3.5376  0.4130  0.9885  0.723
C  4.6073  1.2979  0.9187  -0.589
C  5.2555  1.6457  2.0978  -0.676
C  4.8292  1.1240  3.3090  -0.560
C  3.7455  0.2547  3.3654  -0.901
C  3.0893  -0.1081  2.1999  -0.264
C  3.5202  -2.0843  -1.0069  0.700
C  3.6332  -2.9362  0.0887  -0.687
C  4.3616  -4.1094  -0.0435  -0.614
C  4.9721  -4.4216  -1.2527  -0.657
C  4.8561  -3.5663  -2.3382  -0.733
C  4.1323  -2.3848  -2.2201  -0.657
H  4.9452  1.7191  -0.0198  0.457
H  6.0938  2.3280  2.0645  0.448
H  5.3411  1.3996  4.2211  0.445
H  3.4135  -0.1375  4.3171  0.458
H  2.2326  -0.7694  2.2460  0.406
H  3.2058  -2.6781  1.0488  0.482
H  4.4793  -4.7668  0.8082  0.479
H  5.5629  -5.3237  -1.3399  0.476
H  5.3578  -3.7958  -3.2688  0.541
H  4.0909  -1.6964  -3.0561  0.594
C  0.3054  -3.8111  -0.4392  -0.788
N  0.8756  -3.8525  -1.7800  0.468
C  1.5158  -4.9632  -2.2838  -0.668
C  1.8610  -4.6821  -3.5603  -0.482
N  1.4332  -3.4034  -3.8246  0.236
C  1.6254  -2.7213  -5.1084  -0.863
C  0.8410  -2.9054  -2.7299  -0.180
Se  0.0314  -1.2044  -2.7821  -0.019
H  1.0559  -4.1405  0.2726  0.414
H  -0.5738  -4.4491  -0.3857  0.489
H  0.0198  -2.7894  -0.2032  0.059
H  1.6622  -5.8466  -1.6874  0.586
H  2.3670  -5.2707  -4.3053  0.520
H  2.0437  -3.4453  -5.8005  0.317
H  2.3136  -1.8885  -4.9818  0.327
H  0.6684  -2.3736  -5.4897  0.398
O  -1.7055  1.1954  -1.8757  -0.391
C  -1.1573  2.1785  -1.3391  1.150
N  0.2129  1.9884  -1.1661  -0.495
S  0.5338  2.4967  0.3829  1.035
O  0.2361  1.1289  1.0117  -0.417
O  1.7900  3.0611  0.6710  -0.551
C  -0.8442  3.5389  0.5302  0.470
C  -1.1072  4.4710  1.5084  -0.745
C  -2.3176  5.1583  1.3867  -0.621
C  -3.2022  4.8962  0.3479  -0.607
C  -2.9232  3.9380  -0.6271  -0.573
C  -1.7192  3.2677  -0.5321  0.297
H  -0.4227  4.6669  2.3223  0.555
H  -2.5699  5.9122  2.1201  0.473
H  -4.1286  5.4513  0.2931  0.460
H  -3.6112  3.7508  -1.4401  0.594

Values from the calculation:
HOMO energy (alpha / beta)   -16.3295 / -16.3294 eV
Charge   +3
Energy above the lowest of the compared OMol25 structures with the same formula, charge and spin   14.18 kcal per mole
Molar mass   934.228 g/mol
Frontier orbital gap (alpha / beta)   6.212 / 6.217 eV



(3)
The following is a DFT calculation (ωB97M-V with the def2-TZVPD basis set) of one molecule with the formula C19H23N3O5S.

Each line ends with the natural charge from an NBO analysis.
CARTESIAN COORDINATES (ANGSTROEM)
C  -4.5430  -1.1917  -0.1846  -0.252
O  -3.4197  -1.5252  0.5942  -0.554
C  -2.8182  -2.7371  0.1942  -0.087
C  -1.7456  -3.1211  1.2080  -0.096
O  -0.6898  -2.1749  1.2382  -0.541
C  0.3845  -2.4065  0.4305  0.795
O  0.4570  -3.3799  -0.2760  -0.594
C  1.3920  -1.3581  0.5721  -0.289
C  1.1464  -0.1130  1.1238  0.087
N  -0.0662  0.3980  1.5036  -0.622
C  -0.2270  1.7246  1.7892  0.675
O  0.7279  2.4456  2.0037  -0.600
C  -1.6370  2.2353  1.5593  -0.298
N  -1.5844  2.8816  0.2463  -0.443
C  -1.2063  4.2771  0.3197  -0.417
C  -0.9665  2.1037  -0.7557  0.236
C  -1.4816  0.8350  -1.0334  -0.281
C  -0.8861  0.0223  -1.9770  -0.198
C  0.2325  0.4520  -2.6712  -0.240
C  0.7325  1.7167  -2.4229  -0.178
C  0.1422  2.5388  -1.4793  -0.296
S  2.5352  0.8871  1.1467  0.491
C  3.4929  -0.3767  0.3982  -0.367
C  4.9198  -0.1552  0.1167  0.648
N  5.3943  1.0616  0.4850  -0.819
O  5.6463  -0.9786  -0.4078  -0.621
C  2.7492  -1.4998  0.1433  0.099
C  3.2614  -2.7414  -0.4929  -0.657
H  -4.2745  -1.0652  -1.2403  0.172
H  -5.3175  -1.9638  -0.1087  0.172
H  -4.9290  -0.2527  0.2076  0.197
H  -3.5682  -3.5404  0.1532  0.177
H  -2.3682  -2.6306  -0.8036  0.179
H  -1.3432  -4.1065  0.9527  0.218
H  -2.1689  -3.1237  2.2142  0.202
H  -0.8626  -0.2187  1.3836  0.452
H  -2.3661  1.4232  1.5606  0.208
H  -1.9185  2.9791  2.3041  0.231
H  -1.2541  4.7093  -0.6778  0.209
H  -0.2038  4.4271  0.7375  0.199
H  -1.9299  4.7926  0.9520  0.203
H  -2.3520  0.4886  -0.4994  0.216
H  -1.2930  -0.9593  -2.1733  0.210
H  0.7067  -0.1925  -3.3949  0.218
H  1.6042  2.0665  -2.9562  0.215
H  0.5749  3.5076  -1.2903  0.221
H  4.8276  1.7545  0.9396  0.392
H  6.3688  1.2527  0.3260  0.407
H  3.0780  -3.5953  0.1567  0.226
H  4.3234  -2.6491  -0.6937  0.262
H  2.7234  -2.9239  -1.4212  0.234

Values from the calculation:
HOMO energy   -8.1895 eV
Energy above the lowest of the compared OMol25 structures with the same formula, charge and spin   12.73 kcal per mole
SMILES   COCCOC(=O)c1c(NC(=O)CN(C)c2ccccc2)sc(C(N)=O)c1C
Molar mass   405.476 g/mol
Frontier orbital gap   8.644 eV



(4)
The following is a DFT calculation (ωB97M-V with the def2-TZVPD basis set) of a 2-piece molecular cluster, C3H10N2O2 overall at a distorted geometry.

Each line ends with the natural charge from an NBO analysis.
CARTESIAN COORDINATES (ANGSTROEM)
C  1.9355  -0.5450  -0.4131  -0.418
N  0.6707  0.0514  -0.0141  -0.615
C  0.2806  -0.3478  1.3496  -0.316
C  -0.9383  0.3734  1.8646  0.668
N  -1.0400  1.7185  1.6396  -0.836
O  -1.7803  -0.1971  2.5220  -0.596
H  1.7566  -1.5434  -0.8058  0.187
H  2.6880  -0.7389  0.3689  0.172
H  2.3862  0.0626  -1.1874  0.202
H  0.7113  1.0416  -0.1718  0.346
H  1.0687  -0.1745  2.0871  0.189
H  0.0855  -1.4161  1.2695  0.224
H  -0.4141  2.2991  1.0881  0.388
H  -1.9867  2.0665  1.7343  0.406
O  0.2828  -0.9561  -5.4207  -0.950
H  0.8227  -1.2681  -4.6738  0.475
H  -0.5770  -0.6548  -5.1106  0.475

Values from the calculation:
HOMO energy   -9.3497 eV
Energy above the lowest of the compared OMol25 structures with the same formula, charge and spin   29.55 kcal per mole
SMILES   CNCC(N)=O.O
Molar mass   106.125 g/mol
Frontier orbital gap   9.902 eV



(5)
The following is a DFT calculation (ωB97M-V with the def2-TZVPD basis set) of a 11-piece molecular cluster, C32H80N6O11 overall at a distorted geometry.

Each line ends with the Mulliken charge.
CARTESIAN COORDINATES (ANGSTROEM)
C  1.5107  0.4910  -1.4188  1.562
C  2.1308  0.7051  -2.7832  -0.083
N  3.4696  0.7427  -2.9069  -0.227
O  1.4357  0.9839  -3.7720  -0.829
H  1.3646  1.4942  -1.0184  -0.243
H  2.0014  -0.1472  -0.6840  0.235
H  0.4942  0.1395  -1.5958  -0.983
H  3.7976  0.8844  -3.8516  0.294
H  4.1351  0.2934  -2.2942  0.123
C  -0.7334  3.3542  -3.1784  -0.916
C  -1.7766  2.3277  -3.1163  1.030
N  -1.4588  1.1336  -3.4886  0.036
O  -2.8717  2.5717  -2.6710  -0.836
H  -0.3812  3.6005  -2.1768  0.013
H  -1.1510  4.2207  -3.6911  0.389
H  0.1937  3.0384  -3.6570  0.324
H  -2.1045  0.3581  -3.4452  0.038
H  -0.4844  1.0096  -3.7237  0.123
C  -2.3930  3.7799  2.2282  -0.964
C  -2.9184  3.4231  0.7981  0.807
N  -2.2220  3.9807  -0.1806  -0.114
O  -3.9090  2.6991  0.6180  -0.654
H  -2.5309  2.9170  2.8797  0.274
H  -2.9415  4.6704  2.5350  0.381
H  -1.3174  3.9561  2.2191  0.087
H  -2.3853  3.6261  -1.1121  0.113
H  -1.5414  4.6925  0.0434  0.133
C  -4.7754  -2.4626  -2.4323  -0.889
C  -4.0655  -1.2278  -2.7001  0.640
N  -4.6582  -0.0140  -2.6478  0.063
O  -2.8773  -1.3877  -3.0587  -0.801
H  -5.1806  -2.4286  -1.4210  0.120
H  -4.0492  -3.2718  -2.3548  0.338
H  -5.5908  -2.6425  -3.1329  0.237
H  -4.1488  0.8276  -2.8765  0.166
H  -5.5187  0.1445  -2.1434  0.124
C  1.9728  3.8727  0.8897  0.632
C  1.2571  5.1897  1.1993  0.215
N  1.8038  5.8402  2.2331  -0.306
O  0.3448  5.6670  0.5289  -0.737
H  2.5948  3.9766  0.0006  0.359
H  1.4202  2.9474  0.7267  -0.710
H  2.6670  3.7143  1.7150  0.191
H  2.5423  5.4565  2.8054  0.229
H  1.3827  6.7202  2.4945  0.248
C  3.3435  2.3199  5.1464  -1.035
C  3.6597  3.7475  4.8823  0.744
N  3.7434  4.5580  5.8494  -0.342
O  3.7905  4.1886  3.7394  -0.793
H  3.9061  1.8847  5.9724  0.480
H  3.4252  1.7242  4.2372  0.035
H  2.3316  2.1163  5.4967  0.402
H  3.5255  4.4120  6.8248  0.183
H  4.2493  5.3886  5.5771  0.273
C  0.4154  -3.5679  -0.6650  -0.767
C  0.1120  -3.3172  -2.1083  0.200
O  0.9166  -4.1543  -2.9390  -0.486
C  0.7218  -3.8396  -4.3108  -0.298
C  1.6579  -2.7545  -4.8658  -0.767
H  0.1500  -2.7243  -0.0277  0.170
H  -0.1115  -4.4596  -0.3254  0.356
H  1.4575  -3.7952  -0.4405  0.039
H  -0.9508  -3.4488  -2.3110  0.335
H  0.3855  -2.2786  -2.2946  -0.117
H  0.8270  -4.7862  -4.8408  0.397
H  -0.2855  -3.4385  -4.4223  0.230
H  1.6334  -2.8227  -5.9534  0.450
H  2.6433  -3.1364  -4.5989  0.171
H  1.4292  -1.7559  -4.4937  0.036
C  4.6314  -2.5499  4.5373  -1.251
C  4.4008  -2.9969  3.1063  0.206
O  3.3743  -4.0369  3.0336  -0.451
C  2.0982  -3.7176  2.5975  0.828
C  1.3514  -5.0127  2.6886  -1.644
H  5.1662  -1.6059  4.6421  0.323
H  3.6838  -2.5441  5.0759  0.352
H  5.1420  -3.2979  5.1438  0.333
H  4.0974  -2.1375  2.5083  -0.229
H  5.2891  -3.3821  2.6059  0.407
H  1.6649  -2.9706  3.2627  0.019
H  2.1236  -3.3989  1.5555  -0.002
H  1.7237  -5.7445  1.9717  0.365
H  0.2818  -4.9346  2.4941  0.364
H  1.5172  -5.5067  3.6459  0.423
C  -7.9870  0.6173  -3.9650  -1.132
C  -8.1812  -0.4161  -2.8579  -0.385
O  -7.4292  -0.0693  -1.6470  -0.434
C  -7.6817  -0.9684  -0.5486  -0.409
C  -6.8303  -0.5451  0.6452  -0.915
H  -6.9548  0.5849  -4.3137  0.254
H  -8.6024  0.3796  -4.8327  0.386
H  -8.2573  1.6037  -3.5880  0.290
H  -9.2206  -0.5325  -2.5509  0.458
H  -8.0044  -1.4484  -3.1600  0.290
H  -8.7462  -0.8397  -0.3526  0.453
H  -7.4718  -2.0210  -0.7388  0.300
H  -7.0213  -1.2461  1.4577  0.382
H  -7.1747  0.4303  0.9887  0.365
H  -5.7560  -0.5002  0.4665  -0.012
C  0.5049  1.1332  2.9828  -0.090
C  0.4606  -0.4002  2.6593  -0.318
O  -0.1462  -0.6022  1.3980  0.348
C  -1.5700  -0.3887  1.2652  -0.924
C  -1.9808  0.0243  -0.0738  0.980
H  -0.4820  1.5761  3.1167  0.204
H  1.0619  1.1494  3.9196  -0.035
H  1.0582  1.6486  2.1978  -0.186
H  1.4557  -0.8390  2.7336  -0.186
H  -0.0813  -0.8166  3.5084  0.391
H  -2.0388  -1.3542  1.4553  0.197
H  -2.0376  0.2423  2.0210  0.390
H  -1.6029  -0.7009  -0.7944  -0.233
H  -1.5907  0.9796  -0.4250  -0.260
H  -3.0691  -0.0288  -0.1060  -0.366
C  4.3354  1.1207  0.8674  -0.280
C  5.2978  -0.0605  0.5281  -0.684
O  4.7119  -0.8516  -0.4286  -0.066
C  5.3887  -2.0714  -0.6347  -0.174
C  4.5937  -2.9058  -1.6109  -0.858
H  3.3158  0.7814  0.6846  -0.312
H  4.4175  1.4470  1.9042  0.145
H  4.6375  1.9455  0.2220  0.411
H  6.1924  0.4614  0.1883  0.290
H  5.4869  -0.6702  1.4117  0.484
H  6.3986  -1.8335  -0.9687  0.362
H  5.3564  -2.7033  0.2529  0.034
H  4.3956  -2.3731  -2.5411  0.240
H  3.6688  -3.2433  -1.1431  -0.075
H  5.1235  -3.7869  -1.9728  0.506

Values from the calculation:
HOMO energy   -8.5964 eV
SMILES   CC(N)=O.CC(N)=O.CC(N)=O.CC(N)=O.CC(N)=O.CC(N)=O.CCOCC.CCOCC.CCOCC.CCOCC.CCOCC
Molar mass   725.023 g/mol
Frontier orbital gap   8.780 eV